1.
Molecular formula: C5H10NO
Method: DFT, ωB97M-V/def2-TZVPD

Values from the calculation:
Gap between HOMO and LUMO (alpha / beta)   9.55 / 9.55 eV
Strongest force on any atom   6.3 eV/Å
HOMO energy (alpha / beta)   -13.180 / -13.181 eV
Total charge   +1

Each line ends with the Löwdin charge.
CARTESIAN COORDINATES (ANGSTROEM)
C1 0.001 -1.383 1.563  0.057
C2 -1.117 -1.107 0.908  0.068
C3 -0.575 1.968 0.370  0.003
C4 0.617 -1.792 -0.851  -0.054
C5 0.460 1.217 -0.352  -0.159
N1 0.177 -0.896 0.200  -0.203
O1 0.698 1.077 -1.615  0.138
H1 0.680 -1.551 2.434  0.146
H2 -2.106 -0.897 0.847  0.087
H3 -1.400 2.181 -0.210  0.080
H4 -0.928 1.596 1.287  0.088
H5 -0.112 2.883 0.540  0.096
H6 1.348 -1.141 -1.479  0.111
H7 1.093 -2.685 -0.340  0.116
H8 -0.343 -2.027 -1.407  0.115
H9 1.399 1.079 0.315  0.181
H10 0.108 1.477 -2.212  0.131



2.
Molecular formula: C4H11N5O2
Method: DFT, ωB97M-V/def2-TZVPD

Values from the calculation:
Gap between HOMO and LUMO   5.91 eV
Strongest force on any atom   6.8 eV/Å
HOMO energy   -8.594 eV

Each line ends with the Löwdin charge.
CARTESIAN COORDINATES (ANGSTROEM)
C1 -0.400 -0.380 0.668  -0.403
C2 -0.688 1.381 -0.968  -0.204
C3 0.637 1.098 -1.770  -0.113
C4 0.513 -0.016 -2.810  -0.619
H1 0.858 -0.380 2.583  0.146
H2 -0.323 2.046 3.248  0.123
H3 -2.383 -0.296 2.332  0.283
H4 -1.019 -0.590 -1.275  0.076
H5 -1.506 1.732 -1.888  0.183
H6 -0.845 2.241 -0.359  0.091
H7 1.632 0.659 -1.142  0.167
H8 1.052 2.157 -2.220  0.164
H9 1.072 -0.902 -1.147  0.101
H10 1.534 -3.256 0.968  0.269
H11 -0.144 -1.873 3.029  0.252
N1 -0.461 0.386 3.146  -0.206
N2 -1.093 0.062 1.913  -0.255
N3 -1.193 0.077 -0.547  0.003
N4 0.391 -1.362 0.564  -0.127
N5 1.121 -1.618 1.806  -0.093
O1 0.831 -1.136 -2.158  0.009
O2 0.414 -0.031 -3.973  0.153



3.
Molecular formula: C4H10N3O2
Method: DFT, ωB97M-V/def2-TZVPD

Values from the calculation:
Gap between HOMO and LUMO (alpha / beta)   8.97 / 7.75 eV
Strongest force on any atom   4.3 eV/Å
HOMO energy (alpha / beta)   -14.030 / -13.602 eV
Total charge   +1

Each line ends with the Löwdin charge.
CARTESIAN COORDINATES (ANGSTROEM)
C1 1.429 0.692 -0.055  -0.061
C2 0.098 -0.680 1.421  -0.305
C3 -1.011 -0.768 0.324  -0.328
C4 -1.249 0.131 -1.868  -0.111
N1 0.919 0.526 1.154  0.119
N2 -0.494 -0.537 -0.959  0.083
N3 2.373 1.499 -0.449  0.179
O1 0.811 -1.837 1.303  0.040
O2 -1.987 0.179 0.817  0.028
H1 -0.271 -0.575 2.429  0.171
H2 -1.361 -1.750 0.427  0.162
H3 -1.825 -0.754 -2.126  0.132
H4 -0.874 0.433 -2.862  0.116
H5 -2.018 0.865 -1.430  0.131
H6 1.569 0.719 1.890  0.157
H7 2.877 2.032 0.343  0.187
H8 2.512 1.686 -1.415  0.119
H9 1.335 -1.831 0.472  0.128
H10 -2.835 -0.028 0.582  0.054



4.
Molecular formula: C5H10NO
Method: DFT, ωB97M-V/def2-TZVPD

Values from the calculation:
Gap between HOMO and LUMO (alpha / beta)   9.13 / 7.40 eV
Strongest force on any atom   5.0 eV/Å
HOMO energy (alpha / beta)   -13.592 / -12.651 eV
Total charge   +1

Each line ends with the Löwdin charge.
CARTESIAN COORDINATES (ANGSTROEM)
C1 -0.361 -1.969 -0.718  0.058
C2 -1.148 -0.789 2.834  0.096
C3 -0.588 -1.044 0.184  -0.073
C4 1.515 0.413 -0.172  0.071
C5 -0.651 1.389 -0.624  0.053
N1 0.034 0.252 0.181  -0.217
O1 -0.650 0.232 3.064  0.130
H1 0.386 -1.872 -1.432  0.055
H2 -0.900 -2.857 -0.757  0.053
H3 -1.371 -1.754 3.258  0.113
H4 1.899 -0.318 0.482  0.107
H5 1.502 0.078 -1.151  0.081
H6 1.682 1.377 0.045  0.072
H7 -0.339 1.171 -1.594  0.076
H8 -1.681 1.154 -0.459  0.091
H9 -0.366 2.473 -0.326  0.152
H10 0.114 0.654 1.074  0.082



5.
Molecular formula: C18H40O30S7
Method: DFT, ωB97M-V/def2-TZVPD

Values from the calculation:
Gap between HOMO and LUMO   8.84 eV
Strongest force on any atom   4.5 eV/Å
Structure (SMILES)   O=S1(=O)OCCO1.O=S1(=O)OCCO1.O=S1(=O)OCCO1.O=S1(=O)OCCO1.O=S1(=O)OCCO1.O=S1(=O)OCCO1.O=S1(=O)OCCO1.CCO.CCO
HOMO energy   -9.300 eV

Each line ends with the Löwdin charge.
CARTESIAN COORDINATES (ANGSTROEM)
C1 -1.477 -3.304 -3.995  -0.070
C2 -1.380 -3.815 -5.476  -0.231
O1 -0.025 -3.463 -5.813  -0.119
H1 -2.525 -3.196 -3.714  0.059
H2 -1.014 -2.319 -3.926  0.057
H3 -1.054 -4.017 -3.288  0.077
H4 -2.084 -3.363 -6.175  0.113
H5 -1.443 -4.901 -5.543  0.105
H6 0.559 -4.185 -5.571  0.099
C3 0.523 0.531 -4.580  -0.092
C4 1.642 -0.460 -4.861  -0.298
O2 1.239 -1.102 -6.058  -0.086
H7 0.189 1.153 -5.411  0.078
H8 0.785 1.235 -3.791  0.048
H9 -0.403 0.014 -4.326  0.067
H10 1.669 -1.171 -4.035  0.099
H11 2.592 0.073 -4.917  0.105
H12 0.615 -1.789 -5.812  0.020
C5 4.579 -4.776 2.698  -0.199
C6 4.963 -3.361 3.252  -0.193
O3 4.325 -2.439 2.428  -0.228
S1 3.982 -3.148 0.900  0.794
O4 4.761 -2.542 -0.201  -0.240
O5 2.531 -3.101 0.824  -0.238
O6 4.560 -4.672 1.312  -0.177
H13 3.674 -5.232 3.099  0.133
H14 5.389 -5.458 2.954  0.134
H15 6.037 -3.190 3.169  0.130
H16 4.623 -3.242 4.280  0.130
C7 5.267 1.960 0.906  -0.153
C8 4.335 0.750 1.117  -0.211
O7 3.378 0.732 0.119  -0.229
S2 3.676 1.871 -1.115  0.775
O8 2.771 2.999 -0.910  -0.260
O9 3.628 1.156 -2.383  -0.234
O10 5.224 2.177 -0.503  -0.190
H17 6.271 1.723 1.256  0.133
H18 5.036 2.840 1.506  0.130
H19 3.782 0.680 2.053  0.119
H20 4.793 -0.213 0.893  0.104
C9 -4.539 3.223 -0.466  -0.184
C10 -3.556 2.163 -0.110  -0.171
O11 -3.775 1.832 1.304  -0.226
S3 -5.357 2.123 1.745  0.753
O12 -5.363 2.821 3.038  -0.254
O13 -6.200 0.946 1.515  -0.244
O14 -5.547 3.304 0.553  -0.196
H21 -5.024 3.080 -1.432  0.138
H22 -3.973 4.154 -0.502  0.126
H23 -2.497 2.408 -0.185  0.125
H24 -3.824 1.288 -0.702  0.118
C11 0.454 4.556 -3.614  -0.209
C12 0.008 4.695 -2.188  -0.182
O15 -1.420 4.622 -2.166  -0.224
S4 -1.939 3.590 -3.410  0.808
O16 -2.955 4.308 -4.201  -0.251
O17 -2.215 2.216 -2.946  -0.254
O18 -0.390 3.611 -4.176  -0.208
H25 1.474 4.174 -3.635  0.142
H26 0.288 5.491 -4.150  0.137
H27 0.263 5.661 -1.754  0.144
H28 0.199 3.825 -1.559  0.116
C13 -3.711 -1.073 3.648  -0.235
C14 -3.468 -0.007 4.763  -0.193
O19 -4.738 0.130 5.299  -0.208
S5 -5.601 -1.314 5.425  0.807
O20 -6.941 -1.106 4.941  -0.227
O21 -5.363 -1.971 6.730  -0.269
O22 -4.572 -1.988 4.188  -0.194
H29 -2.762 -1.508 3.334  0.120
H30 -4.140 -0.735 2.705  0.109
H31 -3.236 0.929 4.256  0.116
H32 -2.687 -0.284 5.472  0.123
C15 -0.092 0.377 -0.803  -0.158
C16 0.495 -1.032 -0.736  -0.212
O23 -0.527 -1.947 -0.859  -0.180
S6 -2.033 -1.206 -0.742  0.750
O24 -2.415 -1.067 0.660  -0.239
O25 -3.087 -1.743 -1.625  -0.231
O26 -1.382 0.171 -1.281  -0.238
H33 0.467 1.150 -1.330  0.128
H34 -0.279 0.586 0.250  0.104
H35 1.150 -1.366 0.069  0.101
H36 1.171 -1.229 -1.568  0.123
C17 1.704 -0.975 4.329  -0.183
C18 1.375 0.059 5.316  -0.175
O27 1.398 1.240 4.533  -0.197
S7 0.691 1.060 3.065  0.723
O28 1.405 1.854 2.059  -0.235
O29 -0.756 1.068 3.134  -0.218
O30 1.256 -0.487 3.062  -0.220
H37 1.204 -1.937 4.441  0.145
H38 2.776 -1.128 4.203  0.116
H39 2.217 0.052 6.009  0.146
H40 0.378 -0.092 5.731  0.137



How do the records compare in energy relative to the best compared isomer or geometry (same formula, charge and spin)? In the order shown, they have 136.0 463.4 110.4 153.9 92.0 kcal per mole.
How do the records compare in electronic energy? In the order shown, they have -326.06513 -582.59081 -472.75919 -326.03648 -5753.99682 Ha.